Density functional theory data (ωB97M-V with the def2-TZVPD basis set) for a structure of composition H18HgO9 at a distorted geometry.

## Properties
* highest occupied orbital energy: -18.15 eV
* strongest force on any atom: 0.0751 Eh/bohr
* charge: +2
* ΔE to the lowest compared entry with this formula, charge and spin: 26.23 kcal/mol
* frontier orbital gap: 10.753 eV

```
28
H18HgO9 (ωB97M-V with the def2-TZVPD basis set)
Hg -0.0571 -0.0852 0.0084
O 0.9334 -2.1003 -1.5952
H 1.4977 -2.6803 -1.0070
H 1.4665 -2.1164 -2.4119
O -2.1989 -0.7933 1.2984
H -1.8014 -0.9847 2.1286
H -2.7993 -0.0803 1.5000
O 2.3234 -0.0599 -0.0791
H 3.0486 0.1904 -0.7233
H 2.8003 0.0523 0.6848
O 0.3639 0.4182 2.2525
H 0.9796 1.0489 2.7022
H -0.3757 0.7129 2.7570
O -1.8176 -1.2363 -1.3094
H -2.6916 -1.3103 -1.6452
H -1.3184 -1.2745 -2.1676
O -1.9369 1.4407 -0.2808
H -2.3002 1.4081 -1.2032
H -2.0196 2.3943 -0.0016
O 0.4122 0.8884 -2.1450
H 0.8885 1.6216 -1.8296
H -0.1595 1.1632 -2.8530
O 0.6072 -2.0308 1.2502
H 0.2521 -2.8661 1.5505
H 1.3315 -1.8445 1.9096
O 0.7420 2.4749 0.0845
H 0.3332 3.3249 0.4124
H 1.4960 2.3238 0.7126
```

Density functional theory data (ωB97M-V with the def2-TZVPD basis set) for the ion C5H14N2O with charge +2 at a distorted geometry.

## Properties
* highest occupied orbital energy: -17.88 eV
* strongest force on any atom: 0.0603 Eh/bohr
* charge: +2
* ΔE to the lowest compared entry with this formula, charge and spin: 25.90 kcal/mol
* frontier orbital gap: 11.113 eV

```
22
C5H14N2O (ωB97M-V with the def2-TZVPD basis set)
N -3.6747 0.2909 0.5568
C -2.2623 0.7344 0.4351
C -1.1763 -0.0074 0.6280
C 0.2108 0.4718 0.7079
C 1.2029 -0.4954 0.0096
N 2.7015 -0.4975 0.6210
C 1.3074 -0.0252 -1.5115
O 2.3911 -0.7228 -2.0402
H -4.4122 1.0338 0.5538
H -3.8576 -0.0484 1.5220
H -3.9862 -0.2508 -0.2351
H -2.0755 1.7973 0.3142
H -1.1886 -1.1313 0.7459
H 0.2527 1.4482 0.1527
H 0.6073 0.6885 1.7922
H 0.9249 -1.5064 0.0852
H 2.7656 0.4391 1.0625
H 3.4183 -0.5411 -0.1824
H 2.8705 -1.3057 1.2370
H 1.4060 1.0526 -1.5719
H 0.3181 -0.3006 -1.9381
H 2.2564 -1.1239 -2.9444
```

Density functional theory data (ωB97M-V with the def2-TZVPD basis set) for a cluster of 2 separate species, C4H12 in total at a distorted geometry.

## Properties
* highest occupied orbital energy: -11.49 eV
* strongest force on any atom: 0.0274 Eh/bohr
* ΔE to the lowest compared entry with this formula, charge and spin: 9.87 kcal/mol
* frontier orbital gap: 12.653 eV

```
16
C4H12 (ωB97M-V with the def2-TZVPD basis set)
C -1.6238 -0.2102 1.8346
C -0.4768 -1.2388 1.7875
H -2.0542 -0.0169 0.8511
H -2.4912 -0.4759 2.4271
H -1.2471 0.7090 2.2856
H -0.1646 -1.3859 0.7559
H 0.3937 -0.8587 2.3140
H -0.8586 -2.2099 2.0400
C 0.9091 0.9550 -2.5290
C 1.2091 0.4678 -1.0912
H 0.1181 1.7042 -2.5230
H 1.7943 1.3095 -3.0362
H 0.5044 0.1372 -3.1172
H 0.5480 0.9817 -0.3858
H 0.8874 -0.5708 -1.0283
H 2.2260 0.6173 -0.7491
```

Density functional theory data (ωB97M-V with the def2-TZVPD basis set) for a structure of composition C4H12BN at a distorted geometry.

## Properties
* highest occupied orbital energy: -9.07 eV
* strongest force on any atom: 0.0466 Eh/bohr
* ΔE to the lowest compared entry with this formula, charge and spin: 103.91 kcal/mol
* frontier orbital gap: 9.362 eV

```
18
C4H12BN (ωB97M-V with the def2-TZVPD basis set)
B 2.2736 1.0180 -1.0416
C -2.3970 0.2915 1.5973
C 1.4417 -0.2451 -1.3067
C -1.6195 -0.7749 0.8910
C 0.6368 -0.3249 -0.0241
N -0.6249 -0.2198 -0.0917
H 3.3277 1.1605 -0.5267
H 2.5148 1.4802 -4.2196
H -3.4126 0.3783 1.2333
H -2.4490 -0.0224 2.6862
H -1.8972 1.2353 1.5089
H 1.6144 1.9810 -0.9053
H 1.7249 -1.3225 -1.3877
H 0.7681 0.0440 -2.1366
H -1.1969 -1.3603 1.7022
H -2.2508 -1.4497 0.3470
H 2.0294 2.1338 -4.0717
H 1.3357 -0.5543 0.8075
```

What is the highest occupied orbital energy in the third record?
-11.49 eV

Among the records above, which one has the lowest ΔE to the lowest compared entry with this formula, charge and spin?
C4H12

What is the formula in the second record?
C5H14N2O

Which formula does entry 4 have?
C4H12BN